No. 1
# C41H60AsN3ReSSeSi4

C41H60AsN3ReSSeSi4 as an isolated structure in a non-equilibrium geometry (the ωB97M-V functional and the def2-TZVPD basis, the Open Molecules 2025 dataset).

Calculated values
- E_HOMO (alpha / beta): -0.2299 / -0.2530 Eh
- E_tot: -218621.50797 eV

The geometry in ORCA input format:
```
! RIJCOSX wB97M-V def2-TZVPD def2/J DEFGRID3
* xyz 0 4
Re -21.980 7.580 -3.208
S -22.510 7.485 -5.541
C -22.952 5.887 -6.106
C -24.071 5.808 -6.947
C -24.430 4.581 -7.467
C -23.649 3.453 -7.209
C -22.550 3.512 -6.354
C -22.244 4.728 -5.757
As -20.991 5.002 -4.279
C -19.428 5.459 -5.379
C -19.604 5.737 -6.727
C -18.484 6.061 -7.506
C -17.206 5.982 -6.965
C -17.054 5.633 -5.636
C -18.157 5.422 -4.817
C -20.653 3.119 -3.881
C -19.612 2.469 -4.551
C -19.414 1.107 -4.323
C -20.198 0.408 -3.444
C -21.215 1.051 -2.774
C -21.427 2.421 -2.977
H -24.625 6.703 -7.161
H -25.320 4.487 -8.109
H -23.947 2.491 -7.644
H -22.006 2.630 -6.099
H -20.582 5.803 -7.170
H -18.654 6.320 -8.556
H -16.337 6.180 -7.587
H -16.035 5.571 -5.223
H -18.056 5.193 -3.779
H -19.038 2.956 -5.333
H -18.629 0.622 -4.915
H -20.024 -0.673 -3.355
H -21.877 0.454 -2.165
H -22.237 2.956 -2.444
Se -21.755 7.824 -0.940
C -21.791 11.127 -0.233
Si -23.146 11.031 -1.556
C -24.655 10.080 -0.850
C -23.798 12.788 -1.782
Si -22.500 10.031 -3.562
Si -24.110 10.379 -5.257
C -25.580 9.141 -5.361
C -24.992 12.021 -4.930
C -23.378 10.649 -6.950
Si -20.463 10.852 -4.274
C -19.081 10.952 -2.982
C -19.804 9.809 -5.680
C -20.574 12.647 -4.868
H -22.263 10.682 0.667
H -21.637 12.201 -0.047
H -20.878 10.632 -0.456
H -24.943 10.610 0.054
H -24.469 9.026 -0.595
H -25.515 10.114 -1.537
H -23.748 13.314 -0.809
H -24.810 12.748 -2.133
H -23.172 13.365 -2.501
H -26.288 9.369 -4.548
H -25.340 8.090 -5.403
H -26.164 9.378 -6.274
H -25.560 11.928 -4.021
H -25.743 12.236 -5.748
H -24.317 12.868 -4.857
H -22.851 9.773 -7.387
H -22.701 11.534 -6.877
H -24.250 10.966 -7.530
H -18.713 9.991 -2.672
H -19.308 11.530 -2.090
H -18.257 11.492 -3.481
H -19.621 8.747 -5.430
H -18.829 10.221 -5.967
H -20.390 9.805 -6.620
H -20.571 13.258 -3.989
H -21.460 12.901 -5.452
H -19.682 12.992 -5.453
N -25.109 5.987 -0.080
C -24.990 4.941 -1.105
C -24.629 5.562 -2.444
N -25.254 6.911 -2.604
H -25.580 5.602 0.703
H -25.736 7.147 -1.743
H -24.154 6.306 0.169
H -25.934 4.430 -1.136
H -24.250 4.180 -0.832
H -24.896 4.970 -3.327
H -23.523 5.689 -2.453
H -24.427 7.593 -2.677
H -25.803 7.027 -3.449
C -20.072 1.979 0.687
C -20.708 3.190 0.814
C -20.261 4.295 0.097
C -19.183 4.191 -0.786
C -18.505 2.978 -0.860
C -18.946 1.893 -0.115
N -18.831 5.270 -1.665
C -18.018 6.190 -1.138
C -17.737 7.328 -1.904
C -16.827 8.275 -1.494
C -16.159 8.123 -0.234
C -16.428 7.000 0.532
C -17.382 6.074 0.133
H -20.358 1.119 1.289
H -21.515 3.338 1.475
H -20.776 5.259 0.123
H -17.613 2.884 -1.507
H -18.418 0.948 -0.173
H -18.257 7.478 -2.842
H -16.568 9.138 -2.095
H -15.358 8.813 0.083
H -15.902 6.865 1.451
H -17.530 5.213 0.784
*
```

No. 2
# C23H46Cl12FN3O4P

A 7-piece molecular cluster, C23H46Cl12FN3O4P overall in a non-equilibrium geometry (the ωB97M-V functional and the def2-TZVPD basis, the Open Molecules 2025 dataset).

Calculated values
- E_HOMO: -0.1920 Eh
- E_tot: -199531.39779 eV

The geometry in ORCA input format:
```
! RIJCOSX wB97M-V def2-TZVPD def2/J DEFGRID3
* xyz -1 1
C -0.556 4.015 1.250
C -0.952 2.533 1.847
C -1.106 1.485 0.674
P -0.634 -0.389 0.886
N 0.007 -0.208 -0.792
O 0.849 0.237 1.627
C 0.266 -2.100 0.863
C 1.280 -2.394 2.068
C 2.835 -2.212 1.836
F 3.319 -1.837 0.544
O -2.067 -0.997 -0.010
C -3.282 -0.472 0.374
N -4.301 0.162 0.582
N -1.478 -0.689 2.399
C -1.887 0.179 3.414
C -1.011 0.622 4.718
O -3.080 0.648 3.460
C -1.810 -2.030 2.839
C -2.779 -3.122 2.193
O -1.328 -2.410 3.974
H -1.151 4.806 1.830
H 0.574 4.181 1.246
H -0.939 4.016 0.157
H -0.198 2.340 2.668
H -2.006 2.725 2.299
H -0.157 1.880 0.097
H -1.899 1.704 -0.110
H -0.592 0.442 -1.356
H -0.236 -1.077 -1.326
H 0.758 0.269 2.600
H 0.971 -2.213 -0.055
H -0.497 -2.954 0.655
H 1.124 -3.522 2.322
H 1.017 -1.868 3.067
H 3.221 -1.416 2.587
H 3.386 -3.186 2.142
H -0.913 1.773 4.700
H 0.039 0.143 4.695
H -1.611 0.355 5.651
H -2.679 -3.219 1.044
H -2.611 -4.163 2.627
H -3.888 -2.826 2.365
Cl 0.407 -0.278 8.895
C -1.188 -0.952 9.314
C -2.132 -0.969 8.128
Cl -2.625 0.671 7.638
H -1.594 -0.370 10.143
H -1.017 -1.972 9.665
H -3.045 -1.509 8.389
H -1.682 -1.460 7.262
Cl -4.570 2.450 -4.883
C -4.784 2.375 -3.115
C -3.873 3.343 -2.387
Cl -2.160 2.866 -2.496
H -4.613 1.346 -2.796
H -5.827 2.626 -2.912
H -4.127 3.364 -1.325
H -3.967 4.357 -2.779
Cl 2.266 -1.763 -3.025
C 3.996 -1.916 -2.632
C 4.791 -2.522 -3.771
Cl 4.392 -4.242 -4.027
H 4.084 -2.508 -1.719
H 4.360 -0.911 -2.421
H 5.857 -2.476 -3.547
H 4.617 -1.992 -4.709
Cl 6.917 -0.661 -5.404
C 6.413 0.932 -4.782
C 7.120 1.294 -3.489
Cl 6.603 0.274 -2.124
H 5.328 0.920 -4.661
H 6.661 1.665 -5.553
H 6.887 2.325 -3.216
H 8.203 1.203 -3.585
Cl 3.006 -8.589 -7.116
C 1.959 -7.147 -7.112
C 1.783 -6.570 -5.722
Cl 0.818 -7.637 -4.670
H 1.002 -7.423 -7.558
H 2.436 -6.409 -7.761
H 1.250 -5.619 -5.780
H 2.744 -6.393 -5.235
Cl -4.248 7.315 -3.509
C -4.016 8.184 -1.971
C -3.524 7.271 -0.866
Cl -4.768 6.102 -0.359
H -4.961 8.663 -1.707
H -3.278 8.968 -2.159
H -3.268 7.862 0.016
H -2.638 6.712 -1.171
*
```

> Look up the E_tot of the second one.

-199531.39779 eV

> The highest E_tot belongs to which entry?

C23H46Cl12FN3O4P